This record from the OMol25 dataset describes the molecule C21H21N3O2S in a non-equilibrium geometry. The level of theory is ωB97M-V with the def2-TZVPD basis set.

ORCA input file:
```
! wB97M-V def2-TZVPD RIJCOSX def2/J DEFGRID3
* xyz 0 1
C -2.04904 -1.17397 6.17307
H -2.27984 -0.21972 6.64458
O -1.58631 -0.85348 4.88280
C -1.14866 -1.85588 4.07000
C -1.21657 -3.20396 4.40408
C -0.72471 -4.17068 3.54446
C -0.14216 -3.80921 2.34319
C -0.06612 -2.47294 2.00347
C -0.57306 -1.48304 2.84046
C -0.46008 -0.08480 2.41600
N 0.59727 0.20719 1.67301
N 0.80988 1.41215 1.23575
C -0.03256 2.39628 1.51258
C -1.20520 2.17265 2.25588
C -1.42309 0.90195 2.71812
H -2.30718 0.65208 3.27978
H -1.89296 2.98406 2.43465
S 0.30941 4.00952 0.93369
C 1.99377 3.85637 0.25158
H 2.55579 3.19903 0.91226
H 2.39343 4.86942 0.27228
C 1.98339 3.34741 -1.18907
O 2.07909 4.09815 -2.13654
N 1.89282 2.01013 -1.27112
C 1.74210 1.32037 -2.52788
H 2.39351 0.44141 -2.53390
H 2.05752 2.00589 -3.31787
C 0.28529 0.88914 -2.76204
C 0.15785 0.19353 -4.08578
C 0.04824 0.93419 -5.25638
C -0.03141 0.30296 -6.48429
C -0.00010 -1.07956 -6.55794
C 0.11198 -1.82562 -5.39770
C 0.19268 -1.19182 -4.16998
H 0.27898 -1.77931 -3.26655
H 0.13676 -2.90460 -5.44873
H -0.06345 -1.57341 -7.51641
H -0.11879 0.89034 -7.38664
H 0.02305 2.01292 -5.20097
H -0.02458 0.22570 -1.95092
H -0.34604 1.78011 -2.74250
H 1.69989 1.49502 -0.41169
H 0.38885 -2.16411 1.07557
H 0.24906 -4.56271 1.67760
H -0.79568 -5.21089 3.82511
H -1.65484 -3.51229 5.33990
H -2.95590 -1.78605 6.13642
H -1.28224 -1.68994 6.75861
*
```

lowest unoccupied orbital energy	0.20	eV
frontier orbital gap	8.6507	eV
HOMO energy	-0.31055	hartree
E	-41518.0729	eV

Results of the Mulliken charge analysis, in e, for atoms 1 through 6: -1.015, 0.249, -0.378, 0.527, -0.599, -0.623

This record from the OMol25 dataset describes a structure of composition CH5O2Rb in a non-equilibrium geometry. The level of theory is ωB97M-V with the def2-TZVPD basis set.

ORCA input file:
```
! wB97M-V def2-TZVPD RIJCOSX def2/J DEFGRID3
* xyz 0 1
O 0.59572 0.33863 0.22011
H 0.04349 -0.79676 0.12062
C -0.20501 1.46803 0.40888
H 0.33755 2.37964 0.10500
H -1.14232 1.42634 -0.17875
H -0.49303 1.59213 1.46992
Rb 1.48892 -1.26898 -2.35819
O -0.32534 -2.27139 -0.26837
H -0.30000 -2.86765 0.48079
*
```

lowest unoccupied orbital energy	-0.76	eV
frontier orbital gap	7.2595	eV
HOMO energy	-0.29473	hartree
E	-5867.0101	eV

Results of the Mulliken charge analysis, in e, for atoms 1 through 6: -0.649, 0.381, -0.527, 0.210, 0.226, 0.199

This record from the OMol25 dataset describes a cluster of 2 separate species, C8H16N4O in total in a non-equilibrium geometry. The level of theory is ωB97M-V with the def2-TZVPD basis set.

ORCA input file:
```
! wB97M-V def2-TZVPD RIJCOSX def2/J DEFGRID3
* xyz 0 1
C 2.09746 -0.35958 0.79682
C 2.80362 0.81992 1.39284
C -0.49306 2.05508 -0.38178
C 0.79762 0.72616 -2.22372
C -1.25853 -0.41212 1.52043
C 0.15462 -2.37775 0.48936
C 0.70136 1.14617 -0.71824
C -0.23329 -0.88766 0.31792
N 3.00722 -1.38465 -2.66158
N 2.25362 -0.11232 2.26961
N 3.32384 -1.48548 -1.61298
N 0.92651 -0.00420 0.09820
O 3.56461 1.75382 1.15882
H 2.71123 -1.16610 0.35460
H -0.02217 3.06178 -0.63667
H -1.40118 1.74499 -0.99362
H -0.73537 1.82878 0.66642
H 1.46922 1.38267 -2.71584
H -0.15233 0.84625 -2.78931
H 1.16511 -0.21621 -2.32127
H -2.15658 -0.03895 1.01781
H -1.54668 -1.14063 2.24351
H -0.84170 0.51154 2.03292
H 0.76825 -2.71201 -0.31534
H -0.75446 -2.89895 0.39328
H 0.43218 -2.53314 1.57120
H 1.57588 1.73691 -0.57268
H -0.82377 -0.74867 -0.55753
H 1.42502 -0.17720 2.76902
*
```

lowest unoccupied orbital energy	0.83	eV
frontier orbital gap	9.2689	eV
HOMO energy	-0.31012	hartree
E	-16560.6621	eV

Results of the Mulliken charge analysis, in e, for atoms 1 through 6: -0.524, 0.329, -0.984, -1.533, -1.412, -1.663

This record from the OMol25 dataset describes a cluster of 3 separate species, C2H4N4O2 in total in a non-equilibrium geometry. The level of theory is ωB97M-V with the def2-TZVPD basis set.

ORCA input file:
```
! wB97M-V def2-TZVPD RIJCOSX def2/J DEFGRID3
* xyz 0 1
C -1.22865 -0.67217 0.58152
C 0.39278 -0.35822 -0.69695
H 1.68795 1.95003 -1.19623
H 1.43727 2.27175 1.13373
H -2.43146 -1.00578 2.03134
H 1.45787 -1.64711 -1.88827
N 0.75666 1.86493 -0.05986
N 0.27125 0.60380 0.05180
N -0.86711 0.54976 0.85131
N 1.27832 -0.74856 -1.58256
O -1.99307 -1.54813 1.21867
O -0.76180 -1.26030 -0.44449
*
```

lowest unoccupied orbital energy	-0.01	eV
frontier orbital gap	8.1298	eV
HOMO energy	-0.29913	hartree
E	-12186.8549	eV

Results of the Mulliken charge analysis, in e, for atoms 1 through 6: 0.661, 0.295, 0.349, 0.256, 0.399, 0.224